DFT (ωB97M-V with the def2-TZVPD basis set) results for a cluster of 4 separate species, C2H10O4 in total.

Geometry (Å):
H -3.508 -1.198 0.725
O -1.919 1.271 -0.600
H -2.435 -0.299 0.163
H -0.974 1.492 -0.774
C 1.920 -1.001 0.681
O 2.457 -0.076 0.059
H 1.420 1.188 -0.702
H 0.219 -2.276 0.429
H 1.150 2.057 -1.951
H -2.281 2.095 -0.412
H 2.601 -1.718 1.298
O -2.599 -1.202 0.544
O 0.760 1.762 -1.134
C 0.452 -1.263 0.728
H -0.103 -0.628 0.074
H 0.084 -1.169 1.748

Summary:
DFT total energy: -10415.63291 eV
frontier orbital gap (spin up / spin down): 7.4483 / 3.5624 eV
lowest unoccupied orbital energy (spin up / spin down): -6.7 / -10.6 eV
total charge: +1
highest occupied orbital energy (spin up / spin down): -14.16 / -14.12 eV
energy relative to the best compared isomer or geometry (same formula, charge and spin): 32.1 kcal per mole
spin multiplicity: 2